The following is a DFT calculation (ωB97M-V/def2-TZVPD) of a molecular structure, C15H13Cl5N3O2S2Ti.

## Properties
max |F|: 0.00651 hartree/bohr
2S+1: 2
energy above the lowest of the compared OMol25 structures with the same formula, charge and spin: 8.7 kJ/mol
E_tot: -131714.87024 eV
charge: +2

Atoms and positions in Å:
Ti -0.2374 -0.1392 -0.0126
Cl -1.3501 3.5072 0.8896
C -2.4987 2.2420 0.4713
C -2.0132 0.9761 0.2014
C -2.9810 0.0408 -0.1002
Cl -2.3240 -1.5692 -0.4494
C -4.3461 0.2653 -0.1492
Cl -5.4370 -0.9874 -0.5319
C -4.7839 1.5640 0.1332
Cl -6.4458 1.9196 0.0972
C -3.8508 2.5669 0.4468
Cl -4.3929 4.1517 0.7899
O 3.0339 -1.6766 -1.8168
S 1.8199 -1.7985 -1.1022
O 0.6013 -1.2118 -1.7266
N 1.7315 -0.9645 0.3479
C 1.0713 -1.7349 1.2268
S 0.0396 -0.9008 2.2803
C 1.0561 -3.1730 0.8918
C 0.6719 -4.2507 1.6661
C 0.7494 -5.5194 1.0964
C 1.1783 -5.6989 -0.2139
C 1.5455 -4.6153 -1.0112
C 1.4737 -3.3726 -0.4245
H 0.3406 -4.1116 2.6867
H 0.4743 -6.3830 1.6859
H 1.2283 -6.6971 -0.6269
H 1.8706 -4.7496 -2.0337
N 1.5292 4.7549 -0.1180
C 2.4124 3.5749 -0.4577
C 1.8425 2.2404 0.0069
N 0.7966 1.6649 -0.8581
H 1.9405 5.6277 -0.4596
H 1.4082 4.8471 0.8943
H 0.5887 4.6699 -0.5187
H 3.3686 3.7583 0.0290
H 2.5644 3.5991 -1.5360
H 1.4594 2.3066 1.0272
H 2.6744 1.5374 0.0350
H 1.1750 1.4336 -1.7748
H 0.0147 2.3053 -0.9818

Mulliken atomic charge list, values in e, 6 entries: atom 1 (Ti): -0.014, atom 2 (Cl): -0.313, atom 3 (C): 1.509, atom 4 (C): -0.909, atom 5 (C): 1.325, atom 6 (Cl): -0.220